Formula: C4H8O2
Source: the OMol25 dataset
Level of theory: ωB97M-V/def2-TZVPD

Atoms and positions in Å:
1 C -0.9060 0.5508 1.3779
2 C -1.3909 0.5142 0.1844
3 C -1.5123 -0.7552 -0.8103
4 H -1.5036 0.9354 2.0984
5 H 0.1479 0.3080 1.6025
6 H -2.2461 1.1917 -0.0476
7 H -0.9761 -1.6322 -0.4538
8 H -2.5621 -0.7740 -1.1692
9 H -0.8452 -0.4929 -1.6424
10 O 2.9451 -1.1375 -0.5114
11 C 2.1884 -0.3189 -0.0996
12 O 2.3488 1.0875 -0.1248
13 H 1.1203 -0.6287 0.1424
14 H 3.1918 1.1516 -0.5464

Forces on the atoms, in the same order (eV/Å):
3.62 -0.50 0.31
-3.76 -2.16 -3.48
2.43 3.03 -0.37
-0.98 2.35 2.33
-1.05 -1.02 0.40
0.26 -0.68 0.53
-0.98 -0.30 0.53
0.87 -0.58 0.52
-0.57 -0.07 -0.63
0.88 0.49 0.21
-2.37 0.93 -0.76
-0.94 -2.98 0.63
1.23 0.85 0.30
1.35 0.63 -0.52

Output
Energy relative to the best compared isomer or geometry (same formula, charge and spin): 3.308 eV
SMILES string: C=CC.O=CO
HOMO: -9.053 eV
Max |F|: 5.6 eV/A
E_LUMO: 0.0300 hartree


Formula: C4H8O2
Source: the OMol25 dataset
Level of theory: ωB97M-V/def2-TZVPD

Atoms and positions in Å:
1 C -2.3784 -0.0012 -0.0118
2 C -1.6209 0.8831 0.7206
3 C 0.3962 0.1343 0.2843
4 O 0.1056 -0.7218 -0.6184
5 O 1.6678 0.2993 0.5431
6 C 2.6745 -0.4027 -0.2123
7 H -2.8569 -0.8424 0.4849
8 H -2.7849 0.2975 -0.9750
9 H -0.9671 -0.6647 -0.5966
10 H -1.3701 1.8635 0.3243
11 H -1.5022 0.7961 1.7959
12 H 3.5283 -0.5104 0.4568
13 H 2.3116 -1.3759 -0.5439
14 H 2.9479 0.2111 -1.0740

Forces on the atoms, in the same order (eV/Å):
-0.17 0.19 0.15
-0.31 -0.02 -0.06
0.25 -0.14 -0.10
-0.08 0.17 0.21
-0.18 0.05 0.01
0.19 -0.14 -0.15
0.10 0.10 -0.10
0.10 -0.04 0.10
0.22 0.00 0.00
-0.08 -0.14 0.09
0.00 -0.04 -0.19
-0.10 0.01 -0.12
0.08 0.12 0.07
-0.02 -0.13 0.08

Output
Energy relative to the best compared isomer or geometry (same formula, charge and spin): 4.187 eV
HOMO: -8.090 eV
Max |F|: 0.3 eV/A
E_LUMO: 0.0339 hartree